C14H21N7 | ωB97M-V/def2-TZVPD

Calculated values
Spin multiplicity = 2
Electronic energy = -25285.9571 eV
Charge = -1

The geometry in XYZ format:
```
42
Properties=species:S:1:pos:R:3:forces:R:3
C -17.3333 12.6857 -10.2318 0.29 0.11 -0.42
C -17.2549 13.7024 -9.2264 0.48 3.42 3.55
N -17.2027 14.5134 -8.3695 -0.14 -2.46 -2.78
H -18.1392 12.0324 -9.8973 0.12 -0.35 -0.61
H -16.3598 12.2072 -10.3383 -0.16 -0.38 0.32
H -17.4831 13.1775 -11.1929 -0.55 -0.17 -0.04
C -14.7824 16.3261 -5.9077 1.22 0.12 0.85
C -13.7587 15.7838 -4.9525 -0.09 -0.07 0.73
N -13.0099 15.3725 -4.1643 -0.80 0.62 -1.33
H -15.2706 17.2018 -5.4800 -0.24 -0.34 0.35
H -15.5021 15.5436 -6.1481 0.07 0.22 -0.25
H -14.2186 16.7412 -6.7432 -0.19 -0.49 -0.41
C -19.7968 16.8127 -6.1544 1.05 0.69 -0.46
C -18.5462 17.6565 -6.2552 -0.02 0.16 0.17
N -17.6374 18.3767 -6.3154 -1.08 -1.01 -0.05
H -20.5558 17.2989 -6.7673 -0.12 0.05 0.14
H -20.1216 16.7285 -5.1173 0.07 0.04 0.03
H -19.6336 15.8205 -6.5750 0.23 0.03 0.12
C -14.4462 13.3260 -2.1692 -0.47 -0.38 -0.15
C -15.2860 12.3309 -2.8518 -1.32 -1.89 -0.80
N -15.8831 11.4557 -3.3504 1.29 2.04 1.07
H -14.9319 14.2996 -2.1045 0.04 -0.01 -0.40
H -13.5238 13.3743 -2.7479 0.08 0.31 0.40
H -14.3064 12.9928 -1.1408 0.33 -0.12 -0.09
C -18.5488 15.0905 -1.4647 0.76 0.68 -1.38
C -17.6044 15.6877 -2.4930 -0.47 -0.41 0.14
N -16.8936 16.1447 -3.2824 -0.49 -0.40 0.72
H -19.5500 15.0028 -1.8866 -0.10 0.35 -0.19
H -18.5548 15.7932 -0.6315 -0.04 -0.44 0.27
H -18.2678 14.0587 -1.2537 0.37 0.21 0.38
C -9.3185 16.2031 -4.3162 -0.25 -0.46 1.53
C -9.3178 15.6966 -2.8846 -0.01 0.99 -2.16
N -9.3592 15.4098 -1.7807 0.09 -0.35 0.71
H -9.0249 17.2528 -4.3126 0.15 -0.12 0.02
H -10.3482 16.1500 -4.6698 0.06 -0.18 -0.10
H -8.6450 15.6059 -4.9310 -0.13 0.09 0.06
C -15.7789 17.8500 -9.6322 0.83 0.02 0.19
C -15.6449 17.0217 -10.8136 -0.54 1.30 3.05
N -15.7513 16.4343 -11.7626 0.08 -2.06 -3.25
H -15.7845 18.8529 -10.0590 -0.33 0.27 0.71
H -14.9218 17.7291 -8.9697 0.20 0.16 -0.20
H -16.6243 17.5742 -9.0018 -0.32 0.22 -0.44
```
Positions in Å, forces in eV/Å.

***

C14H21NO2 | ωB97M-V/def2-TZVPD

Calculated values
Electronic energy = -20443.0264 eV
SMILES = Cc1ccccc1OCCCN1CCOCC1

The geometry in XYZ format:
```
38
Properties=species:S:1:pos:R:3:forces:R:3
C -3.1611 -1.8179 -3.0717 0.04 0.02 0.07
C -3.5237 -1.0357 -1.8478 0.19 -0.06 0.00
C -4.7483 -0.4068 -1.7203 0.10 -0.01 0.07
C -5.0729 0.3106 -0.5796 -0.10 0.09 0.10
C -4.1571 0.3981 0.4493 -0.12 0.04 -0.03
C -2.9218 -0.2217 0.3448 0.30 -0.13 0.06
C -2.5959 -0.9397 -0.7976 -0.22 0.04 -0.09
O -1.4206 -1.6078 -1.0034 -0.39 0.03 -0.23
C -0.3843 -1.5145 -0.0544 0.45 0.21 0.16
C 0.3698 -0.1849 -0.1304 -0.11 -0.34 0.16
C 1.5195 -0.1424 0.8782 -0.28 0.05 -0.25
N 2.1101 1.1839 0.9137 -0.03 0.06 0.11
C 2.6930 1.5713 2.1870 0.35 -0.11 0.07
C 4.0654 0.9296 2.4266 -0.31 0.11 0.17
O 4.9587 1.2468 1.3800 0.05 0.11 -0.01
C 4.4467 0.8285 0.1321 -0.24 0.03 -0.24
C 3.0703 1.4491 -0.1467 0.30 -0.06 0.05
H -2.2490 -1.4198 -3.5136 0.06 -0.05 -0.10
H -2.9657 -2.8561 -2.8073 0.04 -0.09 -0.08
H -3.9608 -1.7813 -3.8065 -0.04 -0.01 -0.05
H -5.4615 -0.4797 -2.5288 -0.05 -0.03 -0.10
H -6.0336 0.7960 -0.4989 -0.08 0.04 0.01
H -4.3947 0.9528 1.3450 -0.01 0.04 0.07
H -2.2274 -0.1358 1.1658 0.10 -0.01 0.05
H 0.2929 -2.3367 -0.3077 -0.09 0.06 0.12
H -0.7642 -1.6879 0.9608 0.01 -0.03 -0.08
H 0.7470 -0.0613 -1.1464 -0.02 0.02 -0.05
H -0.3075 0.6452 0.0730 0.04 0.02 -0.01
H 2.2428 -0.9367 0.6361 -0.02 -0.02 0.11
H 1.1165 -0.3568 1.8719 0.06 -0.04 0.01
H 2.0077 1.3116 2.9954 -0.01 0.04 0.03
H 2.8150 2.6590 2.1673 0.02 -0.02 0.11
H 4.5216 1.3136 3.3404 -0.06 -0.08 0.02
H 3.9598 -0.1643 2.5098 0.03 0.06 0.02
H 5.1729 1.1504 -0.6160 -0.06 -0.08 -0.03
H 4.3788 -0.2710 0.1106 0.04 0.07 -0.02
H 2.6796 1.0767 -1.0934 0.01 0.05 -0.08
H 3.1819 2.5354 -0.2175 0.05 -0.03 -0.11
```
Positions in Å, forces in eV/Å.

***

C14H21NO4 | ωB97M-V/def2-TZVPD

Calculated values
Electronic energy = -24538.3346 eV
SMILES = CCOCCCNC(=O)COc1ccc(OC)cc1

The geometry in XYZ format:
```
40
Properties=species:S:1:pos:R:3:forces:R:3
C -5.4561 -1.8540 1.2374 0.27 0.02 -0.37
C -4.7621 -1.9732 -0.1092 -0.22 -0.12 0.04
O -3.5880 -1.1952 -0.0784 0.04 0.14 0.20
C -2.8562 -1.2324 -1.2760 0.28 -0.06 -0.24
C -1.6246 -0.3469 -1.1264 -0.50 0.03 0.07
C -2.0139 1.1225 -0.9547 -0.15 -0.23 0.10
N -0.8462 1.9473 -0.7627 0.09 -0.06 -0.42
C -0.5643 2.5794 0.3911 0.40 0.17 -0.33
O -1.3343 2.7046 1.3179 -0.12 0.06 0.38
C 0.8500 3.1781 0.4200 -0.13 0.12 0.29
O 1.7705 2.4954 -0.3995 0.10 -0.06 -0.18
C 2.0821 1.1955 -0.0774 0.24 -0.20 -0.12
C 1.5345 0.4821 0.9837 0.02 0.23 -0.06
C 1.9066 -0.8307 1.1935 0.22 -0.24 -0.13
C 2.8266 -1.4622 0.3594 -0.14 0.11 0.09
O 3.1122 -2.7628 0.6592 -0.19 0.17 0.16
C 4.0422 -3.4458 -0.1438 0.12 -0.09 -0.11
C 3.3759 -0.7452 -0.6981 0.05 -0.28 0.07
C 3.0030 0.5689 -0.9096 -0.25 0.31 0.15
H -5.6963 -0.8136 1.4361 -0.07 0.10 0.05
H -6.3698 -2.4416 1.2394 -0.11 -0.05 0.04
H -4.7969 -2.2109 2.0234 0.03 -0.06 0.11
H -4.5090 -3.0254 -0.3205 -0.03 0.12 -0.01
H -5.4245 -1.6193 -0.9164 0.09 -0.06 0.07
H -2.5493 -2.2676 -1.5005 -0.06 0.12 -0.01
H -3.4808 -0.8783 -2.1138 0.04 -0.06 0.05
H -1.0632 -0.6724 -0.2495 0.09 -0.02 -0.02
H -0.9910 -0.4657 -2.0083 0.06 -0.05 -0.01
H -2.6406 1.2369 -0.0685 0.00 0.04 -0.17
H -2.5670 1.4702 -1.8341 -0.06 -0.03 0.10
H -0.1144 1.8811 -1.4556 0.02 0.05 0.19
H 1.1891 3.2276 1.4615 -0.11 -0.06 -0.11
H 0.8084 4.1966 0.0220 -0.03 -0.12 0.10
H 0.8146 0.9307 1.6492 -0.08 0.05 0.10
H 1.4855 -1.3925 2.0119 -0.06 -0.07 0.11
H 5.0275 -2.9690 -0.1144 -0.03 -0.01 -0.02
H 3.7034 -3.5159 -1.1830 0.02 0.01 0.03
H 4.1157 -4.4473 0.2775 0.04 0.06 -0.07
H 4.0939 -1.1943 -1.3656 0.07 -0.07 -0.04
H 3.4255 1.1311 -1.7277 0.05 0.07 -0.10
```
Positions in Å, forces in eV/Å.

***

C14H22BCl3O2Si | ωB97M-V/def2-TZVPD

Calculated values
Electronic energy = -65096.0704 eV

The geometry in XYZ format:
```
43
Properties=species:S:1:pos:R:3:forces:R:3
Cl -0.0529 4.1707 0.1654 0.24 -0.31 0.09
B 0.8922 2.8807 1.0671 -0.79 0.83 1.36
Cl 2.2386 3.6205 2.1470 -0.27 -0.34 -0.41
Cl -0.2469 1.8000 2.1234 0.49 0.25 -0.43
O 1.5291 2.0113 0.0420 1.39 -1.99 -0.09
C 2.2487 0.9983 0.3447 -0.78 1.45 -0.68
C 2.8577 0.2308 -0.6979 0.34 -0.45 -0.64
C 3.6729 -0.8693 -0.3403 -0.42 0.52 -0.19
C 4.2707 -1.6360 -1.3319 0.15 -0.18 -0.14
C 4.0777 -1.3253 -2.6863 -0.28 0.33 0.59
C 3.2772 -0.2268 -3.0401 0.03 -0.03 -0.08
C 2.6697 0.5546 -2.0700 0.09 -0.19 0.54
H 2.4224 0.7421 1.3948 -0.19 0.14 -0.10
H 3.8050 -1.0751 0.7216 0.08 -0.15 -0.28
H 4.8947 -2.4878 -1.0549 -0.20 0.28 -0.09
H 4.5469 -1.9329 -3.4608 -0.13 0.17 0.24
H 3.1278 0.0188 -4.0909 0.06 -0.08 0.26
H 2.0525 1.4136 -2.3338 0.16 -0.26 0.06
C -2.2204 -1.3561 1.2982 -0.22 0.73 0.68
C -1.7238 -2.4196 0.3870 -1.17 0.42 -2.12
C -0.8599 -3.5258 0.8741 0.28 -0.23 0.31
C -2.1773 -2.3612 -0.8894 0.44 0.23 1.99
O -1.8348 -3.3029 -1.7698 0.28 -1.06 -1.75
Si -2.4904 -3.4522 -3.3267 0.24 0.05 0.89
C -1.5870 -4.8275 -4.2055 0.04 -0.04 0.02
C -4.2949 -3.8722 -3.1009 -0.11 0.00 -0.20
C -2.2467 -1.8289 -4.2130 -0.07 0.06 -0.17
H -1.8380 -1.5105 2.3131 -0.14 0.15 -0.11
H -1.9030 -0.3531 0.9738 -0.08 -0.27 0.22
H -3.3219 -1.3496 1.3440 0.35 0.02 0.13
H -0.6707 -3.3694 1.9409 0.11 -0.19 -0.14
H -1.3374 -4.5079 0.7522 0.14 0.18 -0.04
H 0.1054 -3.5538 0.3520 -0.16 -0.08 0.06
H -2.8468 -1.5665 -1.2339 0.16 -0.10 0.14
H -2.0236 -4.9421 -5.2079 0.12 -0.02 0.17
H -0.5176 -4.6114 -4.3244 -0.22 -0.01 0.03
H -1.6845 -5.7865 -3.6811 -0.01 0.21 -0.09
H -4.7641 -3.9739 -4.0894 -0.06 -0.01 0.23
H -4.4162 -4.8211 -2.5599 0.06 0.22 -0.15
H -4.8307 -3.0933 -2.5416 0.12 -0.15 -0.15
H -2.6873 -1.9086 -5.2170 0.10 0.15 0.16
H -2.7341 -0.9967 -3.6878 0.08 -0.17 -0.15
H -1.1807 -1.5846 -4.3229 -0.25 -0.09 0.03
```
Positions in Å, forces in eV/Å.

***

C14H22BrDyI2O3P2 | ωB97M-V/def2-TZVPD

Calculated values
Spin multiplicity = 6
Electronic energy = -149908.7770 eV
Charge = +2

The geometry in XYZ format:
```
45
Properties=species:S:1:pos:R:3:forces:R:3
I -0.0012 -1.4803 -5.6444 0.00 1.44 -0.35
I -0.0041 1.2273 -6.4801 0.00 -1.56 0.16
Dy -0.0042 -1.4142 -0.8153 0.02 1.03 0.09
P -2.4269 -0.1637 -1.5563 -1.49 0.38 0.32
C -3.5347 0.0273 -2.9868 -0.05 -0.34 -0.60
C -3.2967 -1.3794 -0.5376 -0.54 -0.25 0.09
H -4.3065 -0.9887 -0.3614 0.10 -0.31 0.17
H -3.8282 1.4057 -0.3063 0.56 -0.08 -0.34
H -2.8054 -1.5344 0.4335 -0.15 -0.04 -0.12
H -2.0939 1.6588 0.1088 -0.39 -0.19 -0.47
H -3.4468 -0.8520 -3.6523 -0.12 0.54 0.16
H -3.3840 -2.3325 -1.0842 0.02 0.21 0.26
C -2.7977 1.4306 -0.7190 0.49 0.39 0.49
H -4.5781 0.0918 -2.6114 0.62 -0.01 -0.16
H -2.7331 2.2472 -1.4620 -0.01 -0.38 0.34
H -3.2975 0.9594 -3.5383 -0.05 -0.63 0.23
P 2.4268 -0.1776 -1.5456 1.49 0.42 0.46
C 3.5381 0.0086 -2.9733 0.03 -0.34 -0.63
C 2.8047 1.4131 -0.7062 -0.47 0.39 0.49
H 2.7920 -1.5564 0.4411 0.15 -0.04 -0.13
H 4.2985 -1.0145 -0.3476 -0.11 -0.31 0.16
H 3.3722 -2.3523 -1.0775 -0.02 0.21 0.27
C 3.2873 -1.4004 -0.5279 0.55 -0.25 0.10
H 2.1015 1.6446 0.1206 0.39 -0.19 -0.46
H 3.8342 1.3816 -0.2925 -0.54 -0.07 -0.34
H 4.5807 0.0679 -2.5949 -0.62 -0.01 -0.16
H 3.3064 0.9421 -3.5249 0.05 -0.63 0.23
H 2.7461 2.2308 -1.4479 0.01 -0.37 0.33
H 3.4479 -0.8701 -3.6390 0.12 0.54 0.15
C 0.0054 0.6112 -2.2756 0.00 2.65 -5.20
O 0.0110 1.1363 -3.3290 -0.02 -1.89 5.13
Br 0.0141 2.5512 2.3707 0.00 0.49 0.12
C 0.0041 1.1062 3.5601 -0.01 -0.77 0.30
C 0.0036 1.3458 4.9337 0.00 0.16 -0.25
C -0.0014 0.2723 5.8406 0.01 0.21 -0.38
C -0.0069 -1.0562 5.4006 0.00 0.27 0.01
C -0.0077 -1.2756 4.0297 0.01 0.16 0.55
C -0.0014 -0.2328 3.0958 0.00 0.21 -0.05
C -0.0014 -0.6666 1.6953 0.00 0.37 0.01
O 0.0062 -1.9192 1.4017 -0.04 0.34 -0.65
O -0.0091 0.1613 0.6783 0.02 -0.92 0.29
H 0.0088 2.3911 5.2817 0.00 -0.71 -0.10
H 0.0005 0.5156 6.8961 0.00 -0.14 -0.01
H -0.0102 -1.8956 6.1153 0.00 0.58 -0.51
H -0.0130 -2.2657 3.6335 0.00 -0.56 -0.02
```
Positions in Å, forces in eV/Å.

***

C14H22BrNO | ωB97M-V/def2-TZVPD

Calculated values
Electronic energy = -88454.6352 eV
SMILES = CCN(CC)CCCOc1ccc(C)cc1Br

The geometry in XYZ format:
```
39
Properties=species:S:1:pos:R:3:forces:R:3
C 2.5225 -3.9573 0.3268 -0.23 0.09 0.22
C 1.3682 -3.0820 0.8098 0.27 -0.14 -0.19
N 1.0753 -2.0362 -0.1556 0.02 0.07 0.08
C 0.1040 -2.4072 -1.1641 -0.23 0.01 -0.04
C -1.3609 -2.4287 -0.7074 0.35 -0.01 -0.03
C 0.8752 -0.7197 0.4109 0.32 0.01 -0.02
C 2.2195 -0.0593 0.7322 -0.44 0.39 0.01
C 2.0746 1.3618 1.2815 0.28 -0.49 0.29
O 1.5718 2.2616 0.3162 -0.19 0.11 -0.12
C 0.2411 2.4343 0.1277 -0.14 0.25 -0.25
C -0.7836 2.0893 1.0032 0.30 -0.05 0.12
C -2.1027 2.3606 0.6862 0.00 0.06 -0.16
C -2.4536 2.9862 -0.5022 0.05 -0.06 0.02
C -3.8856 3.2867 -0.8224 0.00 0.07 0.08
C -1.4367 3.3444 -1.3782 0.03 -0.09 0.13
C -0.1229 3.0692 -1.0633 0.41 -0.02 -0.04
Br 1.2669 3.5456 -2.2671 -0.21 0.03 -0.04
H 2.2626 -4.4561 -0.6028 0.01 -0.08 -0.12
H 3.4021 -3.3448 0.1505 0.10 0.05 -0.02
H 2.7589 -4.7131 1.0719 0.07 -0.17 0.04
H 0.4893 -3.7146 1.0034 0.00 0.09 0.09
H 1.6500 -2.6198 1.7586 -0.08 -0.01 0.01
H 0.3802 -3.3968 -1.5346 0.00 0.03 -0.11
H 0.2069 -1.7018 -1.9948 0.00 -0.11 -0.05
H -1.6858 -1.4364 -0.4020 -0.07 0.09 0.03
H -1.4975 -3.1095 0.1300 -0.08 -0.07 0.09
H -1.9943 -2.7614 -1.5255 -0.13 -0.03 -0.06
H 0.2483 -0.7447 1.3196 -0.05 0.07 -0.09
H 0.3597 -0.1124 -0.3361 -0.06 -0.01 0.08
H 2.8131 -0.0270 -0.1821 0.06 -0.03 0.01
H 2.7624 -0.6533 1.4684 0.08 -0.05 0.05
H 1.4645 1.3673 2.1908 0.07 0.06 -0.02
H 3.0647 1.7554 1.5306 -0.18 -0.04 0.06
H -0.5617 1.6030 1.9399 0.04 -0.05 0.07
H -2.8760 2.0765 1.3848 -0.09 -0.04 0.08
H -4.0177 3.4568 -1.8877 -0.08 0.01 -0.07
H -4.2068 4.1835 -0.2918 -0.11 0.05 -0.02
H -4.5296 2.4664 -0.5127 -0.10 -0.03 -0.03
H -1.6667 3.8339 -2.3125 -0.01 0.04 -0.09
```
Positions in Å, forces in eV/Å.